ORCA calculation (ωB97M-V/def2-TZVPD) on a structure of composition C4H11AlBN in a non-equilibrium geometry.

Geometry as XYZ:
```
18
Properties=species:S:1:pos:R:3:forces:R:3
Al 0.351114 -3.726583 0.413812 0.406 0.943 -1.635
B 0.750534 -3.655333 -2.636818 -7.097 -2.073 -0.528
H 0.433464 -4.679063 -2.762078 -1.571 -3.177 -0.886
H 1.539884 -3.709953 -1.903208 6.212 1.572 3.755
H 1.184104 -3.241593 -3.534078 4.785 1.638 -3.491
H 0.006604 -3.014593 -2.189318 -2.712 2.074 2.482
C 0.554284 2.867327 1.596452 -0.514 -0.422 0.487
C -0.676696 2.485307 0.764702 1.042 1.206 0.803
C -1.196786 0.960357 1.100782 0.763 0.350 -1.667
C -0.346126 -0.022283 0.424122 -1.398 0.722 1.085
N 0.278464 -0.827083 -0.135958 0.388 -1.075 0.188
H 0.215754 3.290227 2.542302 0.221 -0.506 0.290
H 1.159424 3.647337 1.134402 -0.069 -0.040 -0.561
H 1.195454 1.994317 1.718332 0.329 0.197 0.412
H -0.397256 2.712087 -0.264168 -0.689 -0.849 -0.289
H -1.505286 3.126797 1.064762 -0.289 -0.273 -0.299
H -2.116856 1.056497 0.524302 -0.347 -0.508 -0.149
H -1.430086 0.736227 2.141662 0.540 0.219 0.002
```
Positions in Å, forces in eV/Å.

For the HOMO energy, the calculation gives -0.6763 hartree. The value obtained for the total energy is -479.947077 hartree. The charge is +2. The calculation puts the energy above the lowest of the compared OMol25 structures with the same formula, charge and spin at 5.439 eV.

***

ORCA calculation (ωB97M-V/def2-TZVPD) on a cluster of 2 separate species, C4H7FN2 in total in a non-equilibrium geometry.

Geometry as XYZ:
```
14
Properties=species:S:1:pos:R:3:forces:R:3
H -1.610867 0.927279 1.431825 0.451 -0.013 -0.116
N -1.597233 0.322303 2.243573 0.972 -1.132 0.560
C -0.625288 -0.490051 2.280193 -3.305 1.351 0.600
F -0.602225 -1.384501 3.280122 0.428 0.196 -0.222
H 0.108260 -0.606718 1.545727 1.466 -0.338 -0.774
C -0.840413 0.991357 -1.504299 0.121 -1.737 1.484
C 0.489485 0.937035 -1.423315 0.815 -0.974 -0.012
N 1.208530 0.071805 -0.511630 -1.655 1.642 -0.273
C 1.617175 -1.084126 -0.741218 0.315 -1.012 1.751
H -1.518175 0.303680 -0.908870 1.035 0.930 -0.720
H -1.304473 1.665051 -2.163465 -0.460 0.749 -0.714
H 1.130145 1.563003 -2.051669 -0.219 -0.005 0.327
H 1.899872 -1.633018 0.237573 0.165 0.402 -1.994
H 1.645206 -1.583100 -1.714547 -0.128 -0.059 0.104
```
Positions in Å, forces in eV/Å.

For the HOMO energy, the calculation gives -0.3457 hartree. The value obtained for the total energy is -365.902630 hartree. As for the SMILES: [H]/N=C/F.C=CN=C. The charge is 0. The calculation puts the energy above the lowest of the compared OMol25 structures with the same formula, charge and spin at 2.064 eV.

***

ORCA calculation (ωB97M-V/def2-TZVPD) on a cluster of 2 separate species, C2H6ClNO in total in a non-equilibrium geometry.

Geometry as XYZ:
```
11
Properties=species:S:1:pos:R:3:forces:R:3
O 0.961084 0.913525 -1.353637 0.517 0.079 -0.206
C -0.131618 0.415008 -1.296713 -0.013 0.819 -0.133
N -0.316219 -0.861353 -1.777610 -0.785 -0.349 0.132
Cl -1.585948 -1.916400 -1.300061 0.129 0.607 0.000
H -0.969298 1.058192 -0.927911 -0.159 -1.165 -0.382
H 0.523381 -1.392646 -1.935108 0.302 0.122 -0.009
C 0.253682 0.304348 1.726344 2.374 2.182 2.120
H -0.173433 0.216986 0.792113 -1.425 -1.417 -1.179
H 1.290355 0.635967 1.395824 -1.082 0.119 0.821
H 0.450474 -0.516862 2.430288 -0.778 -0.106 -0.741
H -0.302462 1.143235 2.246471 0.919 -0.891 -0.424
```
Positions in Å, forces in eV/Å.

For the HOMO energy, the calculation gives -0.3739 hartree. The value obtained for the total energy is -669.925867 hartree. As for the SMILES: O=CNCl.C. The charge is 0. The calculation puts the energy above the lowest of the compared OMol25 structures with the same formula, charge and spin at 1.949 eV.

***

Number 1: E_LUMO -0.571 hartree, frontier orbital gap 2.9 eV. Number 2: E_LUMO 0.029 hartree, frontier orbital gap 10.2 eV. Number 3: E_LUMO 0.017 hartree, frontier orbital gap 10.6 eV.